--- A ---
{"formula": "C4H10NOS", "method": "wB97M-V/def2-TZVPD", "elements": ["H", "H", "H", "C", "C", "H", "H", "C", "H", "O", "N", "H", "H", "C", "H", "S", "H"], "coordinates": [[-2.715, -1.250, -1.248], [-0.201, -0.879, 1.631], [1.188, 2.551, 1.097], [0.149, -1.452, 0.777], [0.499, -0.467, -0.376], [1.092, -1.961, 0.989], [-1.393, 0.511, -0.551], [-0.672, 0.024, -1.202], [-0.594, -2.140, 0.354], [-0.263, 1.342, 1.912], [1.249, 0.705, 0.114], [2.075, 0.423, 0.629], [1.237, -0.932, -1.050], [0.442, 1.748, 0.864], [-0.170, 2.207, 0.043], [-1.693, -1.205, -2.129], [-0.230, 0.775, -1.856]], "nbo_charge": [0.1217, 0.2753, 0.0685, -0.6574, -0.0473, 0.1807, 0.2410, -0.5148, 0.1820, -0.9547, -0.7045, 0.3393, 0.1634, 0.1351, 0.0541, -0.1090, 0.2267], "orbital_gap_ev": 5.73, "smiles": "C[C@@H](CS)NC[O-]", "total_charge": -1}

***

--- B ---
{"formula": "C4H10NOS", "method": "wB97M-V/def2-TZVPD", "elements": ["C", "C", "H", "H", "H", "O", "H", "H", "H", "H", "H", "S", "C", "H", "H", "C", "N"], "coordinates": [[0.410, -0.590, 0.503], [0.846, 2.046, -0.902], [1.201, 2.258, -1.951], [-0.279, -0.669, -1.464], [-2.441, -1.472, -0.424], [0.745, 3.097, -0.115], [-1.077, 1.733, -0.279], [1.396, -0.391, 0.011], [-0.154, -2.582, -0.112], [1.591, 1.220, -0.595], [-2.090, -0.580, 1.072], [0.643, -2.389, 0.977], [-2.041, -0.528, 0.006], [-2.711, 0.286, -0.203], [0.313, 0.004, 1.344], [-0.634, -0.157, -0.520], [-0.498, 1.286, -0.946]], "nbo_charge": [-0.4877, 0.1648, 0.0620, 0.1661, 0.2017, -0.9277, 0.3439, 0.2187, 0.1258, 0.0289, 0.2025, -0.1392, -0.6321, 0.2147, 0.2043, -0.0695, -0.6772], "orbital_gap_ev": 5.63, "smiles": "C[C@H](CS)NC[O-]", "total_charge": -1}

***

--- C ---
{"formula": "C4H10NOS", "method": "wB97M-V/def2-TZVPD", "elements": ["C", "H", "N", "C", "H", "C", "H", "H", "C", "S", "H", "H", "H", "H", "H", "H", "O"], "coordinates": [[-0.235, 0.288, -0.410], [1.305, -1.301, -1.207], [-0.383, 0.989, -1.652], [-1.807, 1.135, -2.047], [-2.134, 0.096, -2.171], [0.071, -1.224, -0.815], [1.688, 0.770, -0.060], [-2.338, 1.813, -1.177], [0.805, 0.823, 0.535], [1.027, -0.006, 2.174], [-0.034, 1.904, -1.338], [-0.569, -1.554, -1.675], [0.124, -1.556, 0.986], [0.561, 1.937, 0.605], [-1.181, 0.211, 0.130], [-1.768, 1.695, -3.034], [-0.302, -2.122, 0.267]], "nbo_charge": [-0.1227, 0.1252, -0.6299, -0.4171, 0.2042, -0.0431, 0.1786, 0.1641, -0.5164, -0.6403, 0.3416, 0.1538, 0.4906, 0.1578, 0.1688, 0.1882, -0.8033], "orbital_gap_ev": 6.69, "smiles": "CN[C@@H](CO)C[S-]", "total_charge": -1}

***

Top of the stability list: A, leading by 1.6 kcal/mol.

***

--- A ---
{"formula": "C7H16NS", "method": "wB97M-V/def2-TZVPD", "elements": ["H", "S", "N", "H", "H", "C", "H", "C", "H", "H", "H", "C", "H", "H", "C", "H", "C", "H", "C", "C", "H", "H", "H", "H", "H"], "coordinates": [[-1.982, -1.177, -2.371], [-1.380, -0.060, -0.279], [-1.886, -0.947, 1.110], [-0.832, 0.211, 2.415], [-2.999, 1.826, -0.403], [1.964, 0.321, 0.417], [3.659, 0.635, -1.510], [-2.602, -0.771, -1.568], [-2.063, -0.918, 3.125], [1.546, -1.496, -0.604], [1.268, -0.745, 2.236], [1.495, 0.221, 1.663], [-3.224, 0.044, -1.907], [2.150, 0.329, -2.366], [2.392, -0.841, -0.481], [-1.360, 2.399, -0.119], [2.921, -0.173, -1.858], [1.949, 1.370, 0.224], [-2.047, 1.593, 0.185], [-1.476, -0.640, 2.284], [3.268, -1.364, -0.171], [1.275, 1.008, 2.255], [3.379, -0.901, -2.563], [-2.331, 1.550, 1.258], [-3.085, -1.473, -0.973]], "nbo_charge": [0.2604, 0.9554, -0.5602, 0.1834, 0.2671, -0.1694, 0.2144, -0.6519, 0.2252, 0.2030, 0.1793, -0.4179, 0.2478, 0.1916, -0.4482, 0.2760, -0.5940, 0.2083, -0.7676, 0.0263, 0.2388, 0.1841, 0.2245, 0.2649, 0.2590], "orbital_gap_ev": 8.88, "total_charge": 1}

***

--- B ---
{"formula": "C7H16NS", "method": "wB97M-V/def2-TZVPD", "elements": ["H", "H", "C", "H", "C", "N", "H", "H", "C", "H", "H", "H", "C", "H", "C", "H", "H", "H", "H", "H", "C", "S", "C", "H", "H"], "coordinates": [[-2.105, 1.739, -2.037], [0.727, 0.884, 1.511], [1.057, 0.539, 0.530], [1.549, -0.996, -1.673], [1.720, -1.542, -0.746], [0.194, 1.156, -0.506], [-2.053, 2.436, 0.514], [2.342, -1.425, 1.969], [1.307, -1.654, 1.730], [2.784, -1.517, -0.515], [-2.961, 0.957, 0.785], [1.203, -2.731, 1.643], [-1.911, 0.713, -1.730], [-1.483, 1.227, 1.682], [-1.217, 0.674, -0.396], [0.547, 0.876, -1.431], [2.095, 0.842, 0.380], [-1.333, 0.209, -2.502], [0.225, 2.181, -0.440], [-2.867, 0.202, -1.656], [-1.959, 1.369, 0.715], [-0.896, -1.266, 0.127], [0.915, -0.982, 0.421], [0.675, -1.316, 2.547], [1.443, -2.578, -0.923]], "nbo_charge": [0.2302, 0.2379, -0.2422, 0.1932, -0.6283, -0.5406, 0.2251, 0.2259, -0.6234, 0.2285, 0.2649, 0.2402, -0.6677, 0.2353, 0.1377, 0.4415, 0.2432, 0.2316, 0.4439, 0.2637, -0.6736, 0.1914, -0.1354, 0.2292, 0.2480], "orbital_gap_ev": 9.77, "smiles": "CC1(C)C[NH2+]C(C)(C)S1", "total_charge": 1}

***

Top of the stability list: B, leading by 99.9 kcal/mol.